No. 1
A cluster of 2 separate species, C10H16 in total at a distorted geometry. Source: the OMol25 dataset; level of theory: ωB97M-V/def2-TZVPD.

Properties
Highest occupied orbital energy (eV): -9.0
Gap between HOMO and LUMO (eV): 9.97
Molecular weight (g/mol): 136.2
Energy (Ha): -390.61462
Max |F| (Eh/bohr): 0.023
ΔE to the lowest compared entry with this formula, charge and spin (kcal/mol): 13.34
Lowest unoccupied orbital energy (eV): 0.97

```
! wB97M-V def2-TZVPD RIJCOSX def2/J DEFGRID3
* xyz 0 1
C 1.267 0.644 -0.311
C 2.608 1.342 -0.156
C 0.179 1.215 0.582
C -1.149 1.026 0.216
C 0.403 1.785 1.839
C -2.225 1.509 0.959
C -0.662 2.225 2.605
C -1.971 2.142 2.164
H 0.967 0.781 -1.351
H 1.248 -0.439 -0.194
H 3.400 0.735 -0.551
H -1.390 0.486 -0.699
H 1.415 1.731 2.223
H -3.200 1.248 0.576
H -0.456 2.655 3.564
H -2.823 2.459 2.755
H 2.914 1.634 0.841
H 2.710 2.191 -0.833
C 0.239 -2.747 -1.732
C -1.032 -3.584 -1.869
H 0.793 -2.568 -2.651
H -0.072 -1.788 -1.354
H 0.897 -3.202 -1.002
H -1.556 -3.411 -2.806
H -0.819 -4.659 -1.805
H -1.684 -3.409 -1.010
*
```

Results of the Löwdin charge analysis, in e, for atoms 1 through 8: number 1, C, carries -0.20; number 2, C, carries -0.10; number 3, C, carries -0.22; number 4, C, carries -0.06; number 5, C, carries -0.04; number 6, C, carries -0.09; number 7, C, carries -0.09; number 8, C, carries -0.10

No. 2
A cluster of 2 separate species, C14H16N3O3 in total. Source: the OMol25 dataset; level of theory: ωB97M-V/def2-TZVPD.

Properties
Highest occupied orbital energy (eV): -11.2
Gap between HOMO and LUMO (eV): 5.94
Molecular weight (g/mol): 274.3
Energy (Ha): -932.81496
Max |F| (Eh/bohr): 0.018
Lowest unoccupied orbital energy (eV): -5.24

```
! wB97M-V def2-TZVPD RIJCOSX def2/J DEFGRID3
* xyz 1 1
O -1.688 0.651 2.051
C -1.863 1.067 0.959
O -2.974 1.993 0.767
C -3.981 1.570 0.009
C -4.624 2.496 -0.846
C -5.664 2.050 -1.608
C -6.030 0.706 -1.495
N -5.369 -0.050 -0.644
N -4.364 0.317 0.126
C -1.011 0.795 -0.216
C -1.338 1.126 -1.529
C -0.487 0.805 -2.573
C 0.720 0.166 -2.312
C 1.056 -0.147 -1.002
C 0.206 0.163 0.043
H -4.273 3.518 -0.885
H -6.184 2.705 -2.291
H -6.831 0.282 -2.081
H -5.643 -1.023 -0.540
H -2.254 1.649 -1.768
H -0.770 1.059 -3.585
H 1.385 -0.075 -3.130
H 2.014 -0.620 -0.818
H 0.486 -0.088 1.056
C 3.829 -2.690 1.401
C 4.788 -1.707 0.769
O 4.788 -1.487 -0.433
N 5.662 -1.071 1.589
C 5.811 -1.206 3.026
H 3.207 -3.115 0.619
H 4.369 -3.497 1.896
H 3.191 -2.191 2.132
H 6.275 -0.434 1.105
H 5.646 -0.245 3.515
H 6.817 -1.549 3.271
H 5.097 -1.922 3.418
*
```

Results of the Löwdin charge analysis, in e, for atoms 1 through 8: number 1, O, carries 0.20; number 2, C, carries -0.34; number 3, O, carries 0.10; number 4, C, carries -0.32; number 5, C, carries 0.09; number 6, C, carries 0.03; number 7, C, carries 0.02; number 8, N, carries 0.08

No. 3
A structure of composition C29H22MgN4O6S. Source: the OMol25 dataset; level of theory: ωB97M-V/def2-TZVPD.

Properties
Highest occupied orbital energy (eV): -2.0
Gap between HOMO and LUMO (eV): 6.15
Molecular weight (g/mol): 578.9
Energy (Ha): -2387.22544
Max |F| (Eh/bohr): 0.013
ΔE to the lowest compared entry with this formula, charge and spin (kcal/mol): 0.00
Lowest unoccupied orbital energy (eV): 4.18

```
! wB97M-V def2-TZVPD RIJCOSX def2/J DEFGRID3
* xyz -2 1
Mg 1.013 0.360 0.805
C -4.625 -4.143 3.527
O -4.488 -2.743 3.521
C -4.880 -2.078 2.391
C -5.670 -2.637 1.395
C -6.012 -1.864 0.290
C -5.547 -0.570 0.150
C -4.793 -0.003 1.180
C -4.455 -0.752 2.286
N -5.991 0.147 -1.019
N -5.242 0.914 -1.664
C -3.864 1.063 -1.403
C -3.403 2.368 -1.390
C -2.146 2.736 -0.922
C -1.243 1.762 -0.454
O -0.117 1.992 0.066
C -1.669 0.369 -0.631
N -0.742 -0.539 -0.280
C -0.997 -1.815 -0.408
C -2.202 -2.273 -0.968
C -3.162 -1.365 -1.324
C -2.937 0.014 -1.118
H -4.099 -4.496 4.412
H -4.172 -4.587 2.636
H -5.676 -4.448 3.588
H -6.023 -3.656 1.463
H -6.637 -2.275 -0.494
H -4.424 1.012 1.105
H -3.816 -0.343 3.057
H -4.110 3.132 -1.699
H -1.852 3.777 -0.875
H -0.232 -2.493 -0.051
H -2.365 -3.335 -1.102
H -4.098 -1.701 -1.751
N 2.515 0.108 -0.616
C 3.593 0.659 -0.912
C 4.491 0.098 -2.010
C 5.346 0.874 -2.785
C 6.075 0.312 -3.827
C 5.974 -1.044 -4.097
C 5.126 -1.832 -3.325
C 4.389 -1.263 -2.301
C 4.115 1.906 -0.227
C 5.456 2.047 0.128
C 5.895 3.155 0.838
C 4.996 4.152 1.190
C 3.660 4.023 0.839
C 3.223 2.909 0.140
H 5.437 1.933 -2.576
H 6.723 0.938 -4.429
H 6.549 -1.484 -4.904
H 5.039 -2.893 -3.530
H 3.691 -1.837 -1.703
H 6.158 1.265 -0.141
H 6.936 3.233 1.130
H 5.333 5.016 1.752
H 2.945 4.783 1.129
H 2.175 2.795 -0.104
O 1.737 -0.812 4.389
S 0.964 -0.292 3.275
O 1.610 0.936 2.645
O 0.950 -1.243 2.086
O -0.423 0.030 3.628
*
```

Results of the Löwdin charge analysis, in e, for atoms 1 through 8: number 1, Mg, carries 0.58; number 2, C, carries -0.10; number 3, O, carries -0.08; number 4, C, carries -0.28; number 5, C, carries -0.03; number 6, C, carries -0.06; number 7, C, carries -0.31; number 8, C, carries -0.01

No. 4
A structure of composition C38H44N5OReTe. Source: the OMol25 dataset; level of theory: ωB97M-V/def2-TZVPD.

Properties
Highest occupied orbital energy (spin up / spin down) (eV): -13.2 / -13.0
Gap between HOMO and LUMO (spin up / spin down) (eV): 6.99 / 6.21
Molecular weight (g/mol): 900.6
Energy (Ha): -2169.16547
Max |F| (Eh/bohr): 0.008
ΔE to the lowest compared entry with this formula, charge and spin (kcal/mol): 1.89
Lowest unoccupied orbital energy (spin up / spin down) (eV): -6.23 / -6.78

```
! wB97M-V def2-TZVPD RIJCOSX def2/J DEFGRID3
* xyz 2 3
Re -1.461 -0.619 0.074
C -0.114 -3.855 3.248
C -1.484 -4.192 2.660
C -1.396 -4.546 1.194
C -0.848 -5.786 0.868
C -0.663 -6.171 -0.445
C -1.019 -5.311 -1.472
C -1.581 -4.070 -1.204
C -1.977 -3.194 -2.365
C -3.485 -3.106 -2.596
C -1.778 -3.712 0.135
N -2.401 -2.447 0.449
C -3.484 -2.411 1.162
C -3.868 -1.127 1.630
C -4.893 -0.617 2.402
C -4.627 0.759 2.550
C -3.462 1.032 1.865
N -2.975 -0.113 1.295
H -0.192 -3.656 4.316
H 0.307 -2.975 2.765
H 0.583 -4.683 3.110
H -2.169 -3.367 2.850
H -1.902 -5.051 3.189
H -0.564 -6.455 1.671
H -0.243 -7.141 -0.672
H -0.873 -5.609 -2.502
H -1.495 -3.585 -3.261
H -1.542 -2.193 -2.232
H -3.911 -4.100 -2.728
H -3.720 -2.538 -3.499
H -4.008 -2.653 -1.750
H -4.013 -3.325 1.413
H -5.720 -1.170 2.814
H -5.216 1.475 3.098
H -2.958 1.979 1.752
N -2.176 1.139 -2.236
N -2.795 0.057 -1.500
H -2.861 1.547 -2.869
H -1.441 0.727 -2.802
H -3.135 -0.684 -2.115
H -3.611 0.438 -1.022
C 1.778 7.151 -2.898
C 1.353 5.874 -2.240
C 1.504 4.652 -2.876
C 1.103 3.446 -2.305
C 1.314 2.203 -3.120
C 0.548 3.513 -1.029
Te -0.197 1.922 0.158
N 0.296 0.161 -0.811
C 0.992 -0.741 -0.012
O 0.311 -1.183 0.976
C 2.289 -1.285 -0.342
C 2.900 -0.965 -1.558
C 4.144 -1.489 -1.853
C 4.781 -2.312 -0.931
C 4.179 -2.626 0.283
C 2.925 -2.125 0.578
C 1.178 1.787 1.713
C 0.591 1.548 2.956
C 1.390 1.472 4.083
C 2.762 1.633 3.947
C 3.330 1.853 2.704
C 2.557 1.935 1.545
C 3.239 2.168 0.230
C 0.335 4.726 -0.356
C -0.359 4.841 0.976
C 0.758 5.888 -0.982
H 2.467 6.968 -3.719
H 2.258 7.819 -2.184
H 0.909 7.675 -3.300
H 1.945 4.623 -3.866
H 1.106 2.417 -4.167
H 0.698 1.367 -2.800
H 2.357 1.883 -3.061
H 2.387 -0.325 -2.261
H 4.619 -1.265 -2.798
H 5.757 -2.718 -1.162
H 4.685 -3.265 0.992
H 2.439 -2.366 1.513
H -0.482 1.415 3.049
H 0.948 1.286 5.051
H 3.399 1.579 4.820
H 4.404 1.960 2.619
H 4.212 1.678 0.230
H 3.396 3.234 0.050
H 2.678 1.769 -0.613
H -1.432 4.647 0.891
H -0.250 5.854 1.360
H 0.056 4.192 1.752
H 0.615 6.833 -0.471
*
```

Results of the Löwdin charge analysis, in e, for atoms 1 through 8: number 1, Re, carries 1.37; number 2, C, carries -0.07; number 3, C, carries -0.19; number 4, C, carries -0.16; number 5, C, carries -0.02; number 6, C, carries -0.04; number 7, C, carries -0.02; number 8, C, carries -0.18

No. 5
The ion C5H15N2 with charge +2 at a distorted geometry. Source: the OMol25 dataset; level of theory: ωB97M-V/def2-TZVPD.

Properties
Highest occupied orbital energy (spin up / spin down) (eV): -20.8 / -20.6
Gap between HOMO and LUMO (spin up / spin down) (eV): 13.60 / 7.02
Molecular weight (g/mol): 103.2
Energy (Ha): -308.21121
Max |F| (Eh/bohr): 0.099
ΔE to the lowest compared entry with this formula, charge and spin (kcal/mol): 79.69
Lowest unoccupied orbital energy (spin up / spin down) (eV): -7.17 / -13.53

```
! wB97M-V def2-TZVPD RIJCOSX def2/J DEFGRID3
* xyz 2 2
N 1.817 -0.780 -0.459
C 0.743 -0.914 0.585
C 1.155 -1.310 2.002
C -0.049 0.392 0.728
N -0.546 0.892 -0.629
C -1.649 1.973 -0.494
C -0.977 0.004 -1.792
H 0.250 1.395 -1.025
H 2.019 -1.631 -1.005
H 2.673 -0.680 0.144
H 0.015 -1.610 0.189
H 0.378 -2.037 2.306
H 1.811 -0.606 2.506
H 1.916 -2.129 2.059
H 0.457 1.273 1.116
H -0.967 0.264 1.289
H -2.578 1.372 -0.393
H -1.831 2.424 -1.468
H -1.436 2.360 0.499
H -0.775 0.546 -2.718
H -0.404 -0.913 -1.740
H -2.020 -0.285 -1.697
*
```

Results of the Löwdin charge analysis, in e, for atoms 1 through 8: number 1, N, carries 0.37; number 2, C, carries -0.34; number 3, C, carries 0.02; number 4, C, carries -0.05; number 5, N, carries -0.18; number 6, C, carries 0.07; number 7, C, carries 0.04; number 8, H, carries 0.17

No. 6
A structure of composition C16H31N8SSi2Y at a distorted geometry. Source: the OMol25 dataset; level of theory: ωB97M-V/def2-TZVPD.

Properties
Highest occupied orbital energy (eV): -13.8
Gap between HOMO and LUMO (eV): 7.69
Molecular weight (g/mol): 512.6
Energy (Ha): -2081.46274
Max |F| (Eh/bohr): 0.027
ΔE to the lowest compared entry with this formula, charge and spin (kcal/mol): 32.50
Lowest unoccupied orbital energy (eV): -6.12

```
! wB97M-V def2-TZVPD RIJCOSX def2/J DEFGRID3
* xyz 2 1
Y -1.143 0.033 0.089
N -3.877 -0.458 3.880
C -3.284 0.629 4.440
C -2.282 1.001 3.588
N -2.255 0.158 2.519
C -3.240 -0.719 2.716
C -3.528 -1.764 1.772
N -2.922 -1.830 0.585
C -3.416 -2.935 -0.037
C -4.330 -3.543 0.778
N -4.392 -2.794 1.911
H -4.669 -0.941 4.275
H -3.605 1.042 5.372
H -1.606 1.829 3.679
H -3.092 -3.223 -1.019
H -4.918 -4.426 0.640
H -4.990 -2.998 2.699
C 3.827 2.052 2.246
C 2.612 2.776 1.838
N 2.503 4.037 1.596
N 1.236 4.260 1.213
C 0.513 3.128 1.178
S -1.083 2.951 0.714
N 1.388 2.155 1.607
N 1.041 0.818 1.835
H 4.644 2.760 2.340
H 4.106 1.312 1.497
H 3.692 1.543 3.200
H 0.923 5.195 0.991
H 0.817 0.698 2.832
H 1.857 0.230 1.628
C -1.457 1.624 -3.053
Si 0.298 0.837 -2.993
C 0.849 0.433 -4.758
C 1.530 2.043 -2.170
C 0.057 -0.670 -1.817
Si 1.534 -1.823 -1.385
C 2.928 -0.975 -0.367
C 2.248 -2.621 -2.954
C 0.741 -3.059 -0.137
H -1.428 2.600 -3.524
H -1.913 1.760 -2.058
H -2.132 1.011 -3.645
H 0.794 1.317 -5.387
H 0.213 -0.324 -5.206
H 1.871 0.075 -4.797
H 1.475 3.020 -2.635
H 2.550 1.696 -2.288
H 1.338 2.170 -1.106
H -0.643 -1.335 -2.339
H 2.976 0.098 -0.517
H 3.894 -1.371 -0.668
H 2.830 -1.197 0.694
H 2.793 -1.885 -3.538
H 1.464 -3.022 -3.589
H 2.935 -3.431 -2.731
H 0.271 -2.532 0.710
H 1.475 -3.745 0.275
H -0.017 -3.667 -0.620
*
```

Results of the Löwdin charge analysis, in e, for atoms 1 through 8: number 1, Y, carries 1.53; number 2, N, carries 0.14; number 3, C, carries -0.04; number 4, C, carries -0.13; number 5, N, carries 0.00; number 6, C, carries -0.27; number 7, C, carries -0.27; number 8, N, carries 0.01